[1]
12
Properties=species:S:1:pos:R:3:forces:R:3:mulliken_charge:R:1 method="wB97M-V/def2-TZVPD" spin_multiplicity=1 homo_ha=-0.324 orbital_gap_ha=0.34684 e_lumo_ev=0.61
O -0.627781 -0.510111 1.271561 -0.42 -0.24 0.13 -0.142
C -1.787243 -1.013649 1.578370 0.30 -0.06 -0.07 -0.361
C -0.670666 0.533760 0.272617 -0.05 0.19 -0.21 -0.575
C 0.725552 0.694034 -0.253482 -0.02 -0.05 0.25 0.251
C 1.206684 -0.255147 -1.254980 0.13 -0.26 -0.03 -0.421
O 0.819392 1.063873 -1.616611 -0.01 0.18 -0.13 -0.440
H -1.508967 -1.818588 2.291439 -0.03 0.06 0.13 0.170
H -1.068008 1.435856 0.742917 0.12 -0.06 -0.04 0.285
H -1.344300 0.217870 -0.525466 0.06 0.06 0.07 0.373
H 1.441567 1.167953 0.417155 -0.03 -0.03 -0.15 0.368
H 2.271622 -0.464861 -1.329505 -0.14 0.05 0.01 0.269
H 0.542150 -1.050990 -1.594016 0.09 0.17 0.04 0.223


[2]
39
Properties=species:S:1:pos:R:3:forces:R:3:mulliken_charge:R:1 method="wB97M-V/def2-TZVPD" spin_multiplicity=1 homo_ha=-0.318 orbital_gap_ha=0.31442 e_lumo_ev=-0.09
C -3.220689 -1.888541 -0.041914 0.04 0.00 0.04 -1.302
C -2.642349 -0.497715 -0.365215 -0.10 -0.20 0.07 0.296
O -3.680605 0.466462 -0.518142 -0.02 -0.06 -0.27 -0.581
C -1.616905 0.004199 0.677596 0.03 0.18 0.15 -1.042
C -0.306995 0.517203 0.122725 0.10 0.19 0.20 0.399
C 0.529379 -0.259998 -0.692290 0.07 0.02 0.05 0.804
C 0.212669 -1.712893 -0.953085 0.15 -0.05 -0.05 -1.192
C 1.300826 -2.698184 -0.488697 -0.31 -0.17 0.03 -0.980
C 1.585510 -2.573434 1.007898 0.12 0.01 -0.08 -0.337
O 2.868090 -1.981034 1.181367 0.00 0.00 -0.07 -0.535
C 1.696000 0.303758 -1.248768 0.02 -0.01 -0.05 1.467
N 2.495231 -0.433750 -2.128381 -0.27 0.25 -0.17 -0.527
C 2.098988 1.602704 -0.918773 0.01 0.12 0.05 -0.820
C 1.304565 2.326983 -0.070790 -0.21 -0.32 0.06 -0.587
C 0.119866 1.804438 0.443971 0.02 0.00 -0.14 -0.379
C -0.495345 2.848039 1.307787 0.31 0.07 0.08 0.602
O -1.555454 2.913463 1.872447 -0.19 0.03 -0.05 -0.607
N 0.455153 3.889764 1.356173 -0.22 0.05 -0.44 0.213
O 0.084133 5.145093 1.784049 0.18 -0.13 0.15 -0.407
C 1.481777 3.725352 0.410510 0.17 0.09 0.13 -0.195
O 2.304862 4.539774 0.097938 -0.15 -0.03 0.01 -0.568
H -2.625907 -2.424369 0.699246 0.02 0.02 -0.03 0.362
H -3.280368 -2.517738 -0.930677 -0.10 0.07 0.00 0.241
H -4.230313 -1.796068 0.365586 0.02 -0.01 0.00 0.450
H -2.182177 -0.544990 -1.352699 0.10 0.12 0.05 0.246
H -4.351740 0.309722 0.152642 0.04 0.05 0.08 0.369
H -1.409548 -0.743475 1.449724 -0.03 -0.11 -0.13 0.427
H -2.096929 0.838960 1.185817 0.03 -0.07 0.09 0.535
H -0.018234 -1.866389 -2.015143 0.03 -0.08 0.02 0.530
H -0.682742 -1.994793 -0.400704 -0.03 0.12 -0.16 -0.064
H 2.232109 -2.592974 -1.041700 0.03 0.07 0.12 0.495
H 0.919505 -3.702509 -0.694778 0.06 0.02 -0.02 0.565
H 0.818893 -1.943590 1.476993 -0.02 -0.06 0.05 0.156
H 1.554761 -3.561107 1.479708 0.02 0.04 0.03 0.365
H 3.076565 -1.955468 2.119254 -0.02 0.03 0.03 0.291
H 1.964691 -1.035595 -2.743884 0.05 -0.12 0.10 0.235
H 3.088455 0.167206 -2.682662 0.11 -0.07 0.05 0.293
H 3.007745 2.031012 -1.326382 -0.03 -0.03 -0.02 0.426
H -0.803473 5.290483 1.423251 -0.03 -0.03 0.02 0.360